This record from the Open Molecules 2025 dataset describes a structure of composition C10H9NO. The level of theory is ωB97M-V/def2-TZVPD.

Cartesian coordinates (Å):
1 C 0.729 -1.298 0.690
2 C 1.871 -0.744 1.363
3 C 2.134 0.574 1.020
4 C 1.499 1.256 0.030
5 C 0.186 0.849 -0.425
6 C -0.803 1.701 -1.036
7 C -1.975 1.156 -1.536
8 C -2.224 -0.108 -1.184
9 C -1.489 -0.984 -0.465
10 C -0.229 -0.471 -0.017
11 H -0.330 -2.998 1.569
12 H 1.567 -3.572 0.865
13 H 2.352 -1.411 2.105
14 H 2.829 0.982 1.827
15 H 1.732 2.203 -0.320
16 H 0.131 3.166 -0.386
17 H -2.700 1.818 -1.808
18 H -3.257 -0.406 -1.516
19 H -2.014 -1.978 -0.429
20 N 0.488 -2.744 0.835
21 O -0.495 3.007 -1.184

Output
**HOMO level**: -0.2804 Eh
**E**: -14049.9534 eV
**ΔE to the lowest compared entry with this formula, charge and spin**: 86.4 kcal per mole
**Lowest unoccupied orbital energy**: 0.25 eV

Atomic partial charges in e from the natural (NBO) method, atoms 1 to 5: atom 1 (C): 0.1991, atom 2 (C): -0.2571, atom 3 (C): -0.2059, atom 4 (C): -0.2305, atom 5 (C): -0.1090



This record from the Open Molecules 2025 dataset describes the molecule C10H9NO. The level of theory is ωB97M-V/def2-TZVPD.

Cartesian coordinates (Å):
1 C -0.410 2.967 -0.131
2 N 0.124 1.534 0.010
3 C 1.374 1.052 0.117
4 C 1.346 -0.332 0.204
5 C 2.584 -1.078 0.051
6 O 3.711 -0.693 -0.092
7 C -0.094 -0.744 0.046
8 C -0.756 -1.911 -0.116
9 C -2.146 -1.885 -0.106
10 C -2.870 -0.702 0.153
11 C -2.223 0.538 0.062
12 C -0.825 0.517 -0.004
13 H 0.484 3.484 -0.441
14 H -0.608 3.245 0.983
15 H -1.170 3.115 -0.944
16 H 2.291 1.578 -0.086
17 H 2.320 -2.173 -0.023
18 H -0.076 -2.874 -0.270
19 H -2.815 -2.774 -0.190
20 H -3.995 -0.723 0.031
21 H -2.867 1.396 -0.038

Output
**HOMO level**: -0.3056 Eh
**E**: -14052.0901 eV
**ΔE to the lowest compared entry with this formula, charge and spin**: 37.1 kcal per mole
**Lowest unoccupied orbital energy**: 0.56 eV

Atomic partial charges in e from the natural (NBO) method, atoms 1 to 5: atom 1 (C): -0.4198, atom 2 (N): -0.3498, atom 3 (C): 0.0694, atom 4 (C): -0.2622, atom 5 (C): 0.4263



This record from the Open Molecules 2025 dataset describes the molecule C10H9NO. The level of theory is ωB97M-V/def2-TZVPD.

Cartesian coordinates (Å):
1 N 3.571 -1.056 0.083
2 C 2.253 -0.453 -0.067
3 C 2.201 0.994 -0.189
4 C 1.001 1.655 -0.086
5 C -0.229 0.992 -0.082
6 C -1.478 1.727 0.064
7 C -2.662 0.940 0.090
8 C -2.606 -0.464 0.020
9 O -3.876 -1.052 0.004
10 C -1.441 -1.145 -0.093
11 C -0.231 -0.436 -0.159
12 C 1.020 -1.114 -0.116
13 H 4.216 -0.534 0.643
14 H 3.625 -2.035 0.370
15 H 3.193 1.553 -0.076
16 H 1.035 2.739 -0.017
17 H -1.582 2.786 -0.015
18 H -3.652 1.332 0.150
19 H -3.884 -1.983 -0.183
20 H -1.484 -2.214 -0.295
21 H 1.012 -2.232 -0.043

Output
**HOMO level**: -0.2887 Eh
**E**: -14053.4024 eV
**ΔE to the lowest compared entry with this formula, charge and spin**: 6.8 kcal per mole
**Lowest unoccupied orbital energy**: 0.79 eV

Atomic partial charges in e from the natural (NBO) method, atoms 1 to 5: atom 1 (N): -0.8189, atom 2 (C): 0.1797, atom 3 (C): -0.2527, atom 4 (C): -0.1627, atom 5 (C): -0.0959



This record from the Open Molecules 2025 dataset describes a structure of composition C11H10BrCeNSe. The level of theory is ωB97M-V/def2-TZVPD.

Cartesian coordinates (Å):
1 C 0.123 -0.467 -2.311
2 C 1.378 0.157 -1.898
3 C 2.029 -0.748 -0.943
4 H 1.713 1.140 -2.162
5 C 1.192 -1.927 -0.793
6 C 0.000 -1.750 -1.612
7 H -0.840 -2.412 -1.641
8 H -0.601 -0.029 -2.962
9 H 2.922 -0.537 -0.392
10 H 1.371 -2.742 -0.117
11 Ce 0.020 -0.028 0.034
12 Br 1.688 1.959 0.773
13 C -1.642 0.827 1.492
14 C -2.196 -0.336 0.805
15 C -2.280 -0.010 -0.622
16 H -2.382 -1.300 1.243
17 C -1.775 1.351 -0.808
18 C -1.405 1.870 0.501
19 H -0.966 2.830 0.691
20 H -1.361 0.873 2.525
21 H -2.593 -0.680 -1.394
22 H -1.646 1.864 -1.739
23 Se 2.717 0.064 4.219
24 C 1.819 0.033 2.834
25 N 1.145 -0.042 1.842

Output
**HOMO level**: -0.2665 Eh
**E**: -161372.1194 eV
**Lowest unoccupied orbital energy**: -0.90 eV

Atomic partial charges in e from the Mulliken method, atoms 1 to 5: atom 1 (C): -0.3921, atom 2 (C): -0.4816, atom 3 (C): -0.3239, atom 4 (H): 0.4641, atom 5 (C): -0.4179



This record from the Open Molecules 2025 dataset describes a structure of composition C11H10BrCl3CuNO2S2. The level of theory is ωB97M-V/def2-TZVPD.

Cartesian coordinates (Å):
1 Cu 0.382 0.234 0.200
2 C 4.178 2.609 0.174
3 C 2.749 2.091 0.214
4 S 2.624 0.327 0.318
5 C 1.684 2.911 0.168
6 C 1.824 4.414 0.103
7 S -0.004 2.382 0.173
8 H 4.860 1.762 0.159
9 H 4.409 3.224 1.051
10 H 4.357 3.214 -0.722
11 H 2.866 4.741 0.083
12 H 1.326 4.865 0.967
13 H 1.313 4.792 -0.787
14 Cl -5.854 -1.663 -1.308
15 C -4.993 -0.403 -0.387
16 Cl -5.323 -0.659 1.344
17 Cl -5.662 1.182 -0.856
18 C -3.275 -0.395 -0.710
19 O -3.057 -0.780 -1.848
20 O -2.671 -0.009 0.271
21 Br -0.010 -6.168 0.195
22 C -0.060 -4.261 0.162
23 C 0.120 -3.583 -1.032
24 C 0.023 -2.207 -1.018
25 N -0.205 -1.487 0.095
26 C -0.435 -2.178 1.226
27 C -0.370 -3.554 1.309
28 H 0.340 -4.114 -1.947
29 H 0.121 -1.640 -1.933
30 H -0.700 -1.585 2.090
31 H -0.558 -4.062 2.244

Output
**Charge**: -2
**HOMO level**: -0.0070 Eh
**E**: -191076.1851 eV
**ΔE to the lowest compared entry with this formula, charge and spin**: 7.9 kcal per mole
**Lowest unoccupied orbital energy**: 3.89 eV

Atomic partial charges in e from the natural (NBO) method, atoms 1 to 5: atom 1 (Cu): 0.7775, atom 2 (C): -0.6393, atom 3 (C): -0.2152, atom 4 (S): -0.5993, atom 5 (C): -0.2047



This record from the Open Molecules 2025 dataset describes a structure of composition C11H10BrNRhS. The level of theory is ωB97M-V/def2-TZVPD.

Cartesian coordinates (Å):
1 C 1.385 0.074 1.767
2 C 2.046 1.344 1.974
3 C 1.128 2.131 2.775
4 H 3.037 1.676 1.615
5 C -0.136 1.438 2.914
6 C 0.068 0.128 2.322
7 H -0.678 -0.685 2.341
8 H 1.871 -0.803 1.312
9 H 1.388 3.081 3.232
10 H -1.057 1.849 3.370
11 Rh 0.239 1.705 0.766
12 Br 0.529 0.323 -1.350
13 C -1.753 -1.812 -3.431
14 C -2.308 -2.629 -2.370
15 C -1.268 -3.530 -1.909
16 H -3.323 -2.585 -1.998
17 C -0.073 -3.269 -2.688
18 C -0.373 -2.208 -3.628
19 H 0.311 -1.788 -4.353
20 H -2.278 -1.048 -3.989
21 H -1.370 -4.278 -1.133
22 H 0.875 -3.783 -2.594
23 S 0.841 6.159 2.376
24 C 0.568 4.752 1.661
25 N 0.334 3.758 1.018

Output
**Charge**: -1
**⟨S²⟩**: 6.035
**HOMO level (spin up / spin down)**: -0.1183 / -0.1731 Eh
**E**: -96943.1598 eV
**Spin multiplicity**: 5
**ΔE to the lowest compared entry with this formula, charge and spin**: 0.0 kcal per mole
**Lowest unoccupied orbital energy (spin up / spin down)**: 3.23 / 0.75 eV

Atomic partial charges in e from the Mulliken method, atoms 1 to 5: atom 1 (C): -0.4959, atom 2 (C): -0.4238, atom 3 (C): -0.4193, atom 4 (H): 0.2861, atom 5 (C): -0.6196



This record from the Open Molecules 2025 dataset describes a structure of composition C11H10BrNSV. The level of theory is ωB97M-V/def2-TZVPD.

Cartesian coordinates (Å):
1 C -1.155 -0.789 -1.633
2 C -1.289 -1.830 -0.669
3 C -1.964 -1.272 0.484
4 H -0.999 -2.865 -0.811
5 C -2.265 0.107 0.205
6 C -1.769 0.398 -1.101
7 H -1.927 1.337 -1.619
8 H -0.741 -0.912 -2.631
9 H -2.312 -1.832 1.335
10 H -2.831 0.789 0.831
11 V 0.065 -0.255 0.253
12 Br 1.052 -2.404 1.158
13 C 1.969 1.150 0.561
14 C 1.089 1.898 -0.290
15 C 0.970 1.186 -1.519
16 H 0.686 2.890 -0.086
17 C 1.706 -0.041 -1.407
18 C 2.376 -0.031 -0.140
19 H 3.129 -0.740 0.196
20 H 2.353 1.468 1.528
21 H 0.500 1.572 -2.424
22 H 1.836 -0.793 -2.187
23 S -0.027 0.095 4.755
24 C -0.187 0.368 3.204
25 N -0.264 0.505 2.006

Output
**Charge**: +1
**HOMO level**: -0.4413 Eh
**E**: -119617.5878 eV
**Lowest unoccupied orbital energy**: -5.82 eV

Atomic partial charges in e from the natural (NBO) method, atoms 1 to 5: atom 1 (C): -0.2296, atom 2 (C): -0.1892, atom 3 (C): -0.2024, atom 4 (H): 0.2913, atom 5 (C): -0.1590



This record from the Open Molecules 2025 dataset describes a structure of composition C11H10BrNSeV. The level of theory is ωB97M-V/def2-TZVPD.

Cartesian coordinates (Å):
1 C 0.713 -1.531 0.886
2 C 2.037 -1.116 1.263
3 C 1.933 -0.231 2.426
4 H 2.952 -1.510 0.819
5 C 0.541 -0.204 2.774
6 C -0.188 -0.959 1.824
7 H -1.265 -1.129 1.807
8 H 0.427 -2.271 0.126
9 H 2.756 0.245 2.987
10 H 0.098 0.287 3.616
11 V 0.868 0.572 0.846
12 Br 1.075 0.947 -1.585
13 C -2.013 0.951 -2.361
14 C -2.975 0.328 -1.527
15 C -2.752 -1.088 -1.576
16 H -3.769 0.825 -0.974
17 C -1.657 -1.331 -2.451
18 C -1.187 -0.073 -2.936
19 H -0.369 0.068 -3.633
20 H -1.900 2.017 -2.534
21 H -3.342 -1.843 -1.060
22 H -1.254 -2.301 -2.729
23 Se 4.231 4.154 1.626
24 C 2.942 3.021 1.257
25 N 2.098 2.170 1.109

Output
**Charge**: -1
**⟨S²⟩**: 2.136
**HOMO level (spin up / spin down)**: -0.1182 / -0.0970 Eh
**E**: -174135.2018 eV
**Spin multiplicity**: 3
**ΔE to the lowest compared entry with this formula, charge and spin**: 18.0 kcal per mole
**Lowest unoccupied orbital energy (spin up / spin down)**: 1.77 / 1.41 eV

Atomic partial charges in e from the natural (NBO) method, atoms 1 to 5: atom 1 (C): -0.2767, atom 2 (C): -0.3197, atom 3 (C): -0.2952, atom 4 (H): 0.2515, atom 5 (C): -0.3318